[1]
Entry from the Open Molecules 2025 dataset: a 10-piece molecular cluster, C37H91N3O10 overall at a distorted geometry (ωB97M-V/def2-TZVPD).

Output
**E_HOMO (alpha / beta)**: 0.0117 / -0.2179 Ha
**Kohn-Sham gap (alpha / beta)**: 1.72 / 7.92 eV
**LUMO energy (alpha / beta)**: 0.0749 / 0.0730 Eh
**Max |F|**: 4.27 eV/A

```
! RIJCOSX wB97M-V def2-TZVPD def2/J DEFGRID3
* xyz -1 2
C 2.747 -2.781 23.388
C 2.823 -3.458 24.796
O 4.002 -4.049 25.135
H 1.696 -2.516 23.272
H 2.889 -3.567 22.646
H 3.428 -1.941 23.257
H 2.047 -4.202 24.973
H 2.595 -2.668 25.511
H 4.299 -4.694 24.488
C 9.707 1.698 22.770
C 8.447 0.841 22.285
O 7.819 0.215 23.423
H 9.367 2.498 23.429
H 10.110 2.182 21.881
H 10.599 1.248 23.206
H 8.762 0.033 21.625
H 7.707 1.394 21.707
H 7.297 0.924 23.807
C 5.081 8.310 26.453
C 4.145 9.256 27.174
O 2.994 8.553 27.629
H 5.388 7.512 27.129
H 5.995 8.831 26.169
H 4.609 7.822 25.601
H 3.937 10.217 26.705
H 4.677 9.535 28.084
H 2.412 8.465 26.871
C 3.231 3.676 17.532
C 4.369 4.276 18.355
O 4.780 5.525 17.759
H 2.544 4.416 17.123
H 2.643 2.996 18.148
H 3.734 3.092 16.761
H 5.266 3.656 18.364
H 4.074 4.413 19.395
H 5.047 5.369 16.850
C 0.600 1.938 21.022
C 0.372 2.760 22.354
O -0.254 3.954 22.034
H -0.372 1.707 20.586
H 0.983 0.936 21.213
H 1.275 2.492 20.369
H 1.354 2.940 22.792
H -0.284 2.313 23.101
H -0.237 4.415 22.876
O 0.235 7.062 21.663
H 0.228 6.112 21.551
H 1.116 7.329 21.401
O -0.219 4.566 25.134
H -0.885 5.085 25.585
H 0.329 4.216 25.836
C 3.810 4.453 22.084
C 4.245 4.339 23.627
C 3.215 5.047 24.574
C 3.263 4.663 26.057
C 3.070 3.127 26.099
C 4.217 2.364 25.403
N 4.475 2.917 24.014
O 5.495 2.304 23.380
C 5.494 2.443 26.382
C 3.811 0.891 25.319
C 5.577 5.063 23.783
H 4.616 4.513 21.353
H 3.373 5.440 21.927
H 3.197 3.678 21.624
H 3.440 6.112 24.520
H 2.246 4.948 24.086
H 2.548 5.147 26.724
H 4.233 4.931 26.477
H 2.187 2.760 25.576
H 3.046 2.907 27.166
H 6.431 2.072 25.965
H 5.656 3.490 26.640
H 5.283 1.938 27.324
H 3.255 0.630 26.219
H 3.165 0.795 24.446
H 4.656 0.234 25.110
H 5.954 5.261 24.787
H 5.395 6.017 23.290
H 6.430 4.570 23.316
H 5.200 1.882 22.570
C 7.424 5.422 29.505
C 6.921 5.797 30.940
C 6.167 7.154 30.889
C 4.855 7.095 30.245
C 3.976 6.125 31.082
C 4.493 4.732 31.126
N 5.960 4.877 31.552
O 6.558 3.657 31.819
C 3.691 4.016 32.341
C 4.468 4.042 29.781
C 8.135 6.107 31.905
H 8.060 4.543 29.607
H 7.998 6.260 29.110
H 6.721 5.255 28.688
H 6.035 7.527 31.905
H 6.793 7.916 30.426
H 4.924 6.786 29.202
H 4.478 8.114 30.151
H 2.907 6.175 30.879
H 4.138 6.407 32.122
H 3.879 2.948 32.234
H 3.937 4.210 33.385
H 2.633 4.273 32.287
H 4.870 4.657 28.976
H 5.161 3.202 29.842
H 3.445 3.772 29.517
H 8.857 6.901 31.715
H 8.662 5.188 32.165
H 7.755 6.355 32.896
H 6.550 3.737 32.775
C 12.005 1.417 26.078
C 11.669 2.498 27.138
C 10.191 3.063 26.854
C 9.181 2.051 27.225
C 9.191 1.588 28.662
C 10.646 0.964 29.035
N 11.731 1.834 28.462
O 13.026 1.300 28.774
C 10.808 0.836 30.560
C 10.760 -0.485 28.541
C 12.757 3.598 27.154
H 11.274 0.615 25.977
H 12.999 1.014 26.267
H 12.050 1.834 25.072
H 10.077 4.009 27.382
H 10.087 3.310 25.797
H 9.386 1.197 26.579
H 8.170 2.353 26.950
H 8.495 0.749 28.682
H 8.836 2.321 29.387
H 11.442 0.027 30.922
H 11.332 1.732 30.893
H 9.818 0.857 31.014
H 10.463 -0.646 27.505
H 11.705 -0.970 28.787
H 10.117 -1.189 29.070
H 12.738 4.054 26.164
H 13.739 3.143 27.292
H 12.701 4.386 27.905
H 13.310 1.865 29.497
*
```

Here are the Mulliken charges for atoms 1 to 6, given in e: -0.829 -0.406 -0.502 0.278 0.420 0.131

***

[2]
Entry from the Open Molecules 2025 dataset: a 11-piece molecular cluster, C37H93BN3O11S overall at a distorted geometry (ωB97M-V/def2-TZVPD).

Output
**E_HOMO**: -0.3861 Ha
**Kohn-Sham gap**: 7.75 eV
**Energy above the lowest of the compared OMol25 structures with the same formula, charge and spin**: 0.0 kcal/mol
**LUMO energy**: -0.1013 Eh
**Max |F|**: 1.02 eV/A

```
! RIJCOSX wB97M-V def2-TZVPD def2/J DEFGRID3
* xyz 1 1
C 4.179 0.204 1.509
C 3.933 1.151 0.338
C 2.890 0.622 -0.641
N 1.618 0.145 -0.080
N 0.599 1.088 -0.022
C -0.375 1.141 -0.992
C -1.216 2.127 -0.660
C -2.439 2.564 -1.385
C -3.697 2.468 -0.500
C -3.926 1.048 0.036
C -4.683 0.187 -1.013
C -4.708 1.082 1.363
C -4.133 0.169 2.466
C -3.783 -1.201 1.956
C -2.527 -1.563 1.651
C -2.262 -2.583 0.564
C -1.300 -1.002 2.319
N -0.760 2.670 0.540
B -1.405 3.806 1.277
C -1.683 3.801 2.810
O -1.686 4.873 0.480
C 0.346 2.001 0.905
S 1.300 2.193 2.336
H 3.335 0.216 2.201
H 4.220 -0.819 1.124
H 5.081 0.432 2.066
H 4.860 1.234 -0.233
H 3.708 2.170 0.641
H 3.358 -0.162 -1.237
H 2.645 1.429 -1.336
H 1.704 -0.337 0.807
H -0.395 0.490 -1.847
H -2.583 1.845 -2.193
H -2.344 3.567 -1.790
H -4.548 2.772 -1.108
H -3.645 3.158 0.347
H -2.980 0.532 0.209
H -5.086 0.798 -1.820
H -4.042 -0.599 -1.413
H -5.528 -0.324 -0.555
H -4.719 2.095 1.778
H -5.758 0.827 1.214
H -3.266 0.646 2.927
H -4.873 0.085 3.268
H -4.588 -1.927 1.871
H -2.857 -3.491 0.672
H -1.202 -2.836 0.518
H -2.535 -2.137 -0.393
H -0.685 -0.411 1.626
H -0.696 -1.829 2.691
H -1.553 -0.338 3.142
H -1.099 4.598 3.279
H -2.738 3.991 3.011
H -1.379 2.874 3.294
H -2.533 5.281 0.694
H 1.347 3.532 2.357
C 3.500 -3.417 3.823
C 2.275 -2.674 4.318
O 1.837 -1.692 3.367
H 4.316 -2.720 3.626
H 3.832 -4.149 4.558
H 3.281 -3.941 2.888
H 2.497 -2.138 5.238
H 1.456 -3.369 4.521
H 1.625 -2.166 2.556
C -9.364 -0.688 -2.832
C -8.104 -1.284 -2.234
O -8.044 -1.104 -0.820
H -9.425 0.377 -2.605
H -9.383 -0.817 -3.915
H -10.253 -1.166 -2.415
H -7.219 -0.795 -2.640
H -8.040 -2.352 -2.469
H -8.809 -1.541 -0.435
C 4.151 5.414 -1.883
C 3.981 4.875 -0.476
O 5.047 4.008 -0.096
H 4.216 4.595 -2.599
H 3.314 6.056 -2.161
H 5.070 5.997 -1.962
H 3.068 4.278 -0.405
H 3.906 5.699 0.242
H 5.866 4.512 -0.136
C 0.063 0.064 -4.834
C 1.447 0.493 -5.278
O 2.089 1.295 -4.282
H -0.555 0.940 -4.625
H -0.432 -0.542 -5.593
H 0.129 -0.527 -3.914
H 1.387 1.096 -6.182
H 2.070 -0.377 -5.490
H 2.168 0.756 -3.489
C -5.158 -3.057 5.518
C -5.568 -4.292 4.737
O -5.053 -4.276 3.408
H -5.503 -2.155 5.009
H -5.575 -3.071 6.525
H -4.069 -2.995 5.598
H -6.651 -4.345 4.642
H -5.228 -5.197 5.252
H -4.093 -4.242 3.468
C -1.035 5.284 -4.541
C -2.383 5.980 -4.528
O -3.249 5.440 -3.528
H -1.161 4.214 -4.715
H -0.390 5.690 -5.320
H -0.528 5.406 -3.579
H -2.896 5.845 -5.478
H -2.256 7.054 -4.360
H -2.817 5.574 -2.679
C 4.990 -0.020 -8.558
C 3.736 -0.168 -7.719
O 2.579 -0.411 -8.515
H 4.872 0.794 -9.274
H 5.859 0.186 -7.933
H 5.185 -0.932 -9.127
H 3.537 0.749 -7.167
H 3.853 -0.983 -6.996
H 2.722 -1.225 -9.007
C 3.147 -4.479 0.150
C 4.212 -3.533 -0.370
O 3.705 -2.678 -1.398
H 2.746 -5.086 -0.661
H 3.551 -5.140 0.917
H 2.312 -3.919 0.584
H 5.035 -4.088 -0.818
H 4.619 -2.928 0.448
H 2.974 -2.176 -1.024
C 7.640 -1.232 -0.784
C 7.622 -0.617 0.603
O 7.207 -1.557 1.592
H 6.652 -1.619 -1.040
H 7.933 -0.499 -1.537
H 8.343 -2.066 -0.827
H 6.908 0.204 0.645
H 8.609 -0.220 0.862
H 7.832 -2.288 1.587
C -0.894 -4.309 7.098
C 0.383 -4.606 7.863
O 1.432 -3.700 7.524
H -0.712 -4.357 6.023
H -1.679 -5.023 7.353
H -1.257 -3.304 7.328
H 0.753 -5.601 7.621
H 0.198 -4.565 8.941
H 1.134 -2.813 7.747
*
```

Here are the Mulliken charges for atoms 1 to 6, given in e: -0.955 -0.321 -1.076 -0.404 0.943 -0.955

***

[3]
Entry from the Open Molecules 2025 dataset: C37H93BeN6O12 as an isolated structure at a distorted geometry (ωB97M-V/def2-TZVPD).

Output
**E_HOMO (alpha / beta)**: -0.2378 / -0.2578 Ha
**Kohn-Sham gap (alpha / beta)**: 6.85 / 6.48 eV
**LUMO energy (alpha / beta)**: 0.0140 / -0.0198 Eh
**Max |F|**: 3.07 eV/A

```
! RIJCOSX wB97M-V def2-TZVPD def2/J DEFGRID3
* xyz 0 2
Be 1.302 -3.475 0.386
C -2.955 -2.849 1.740
C -2.338 -1.873 0.732
C -2.505 -0.415 1.211
O -1.007 -2.358 0.319
H -3.929 -2.552 2.130
H -2.303 -3.132 2.566
H -3.073 -3.827 1.273
H -2.970 -1.858 -0.156
H -2.079 -0.060 2.149
H -3.579 -0.295 1.357
H -2.050 0.355 0.588
C 1.582 0.029 0.806
O 2.288 -1.184 0.926
C 3.698 -0.998 1.142
C 4.532 -2.208 1.007
N 4.057 -3.332 0.222
C 4.667 -4.601 0.643
C 6.225 -4.622 0.661
O 6.760 -4.271 -0.597
C 8.167 -4.277 -0.609
H 0.542 -0.150 0.531
H 2.037 0.825 0.217
H 1.607 0.446 1.813
H 3.867 -0.633 2.155
H 4.127 -0.358 0.371
H 4.566 -2.572 2.034
H 5.507 -1.953 0.593
H 4.550 -3.287 -0.658
H 4.363 -5.374 -0.063
H 4.389 -4.914 1.649
H 6.473 -5.663 0.868
H 6.453 -3.974 1.508
H 8.643 -3.608 0.108
H 8.617 -4.018 -1.568
H 8.626 -5.210 -0.284
C 2.465 -6.702 -2.089
O 2.657 -5.262 -2.058
C 2.199 -4.518 -3.264
C 2.262 -3.023 -3.133
N 1.290 -2.603 -2.115
C 1.146 -1.101 -2.175
C 0.414 -0.658 -3.506
O 1.338 -0.221 -4.528
C 1.702 1.096 -4.350
H 1.395 -6.909 -2.119
H 3.001 -7.105 -1.231
H 2.974 -7.222 -2.901
H 1.208 -4.811 -3.611
H 2.777 -4.786 -4.149
H 1.958 -2.537 -4.060
H 3.288 -2.726 -2.919
H 0.344 -2.823 -2.393
H 2.029 -0.495 -1.969
H 0.446 -0.968 -1.350
H -0.357 -0.004 -3.100
H 0.026 -1.580 -3.940
H 2.156 1.572 -5.219
H 2.371 1.139 -3.491
H 0.946 1.846 -4.119
C -0.643 2.695 3.878
O 0.341 3.693 3.816
C 1.339 3.221 2.878
C 2.197 4.424 2.606
N 3.472 4.274 1.826
C 3.929 5.646 1.464
C 5.387 5.559 0.997
O 5.821 6.700 0.178
C 5.496 8.022 0.654
H -0.952 2.517 2.848
H -1.525 2.940 4.470
H -0.269 1.741 4.249
H 0.997 2.699 1.984
H 1.964 2.426 3.282
H 2.298 5.070 3.478
H 1.519 5.106 2.093
H 4.164 3.721 2.312
H 3.822 6.226 2.381
H 3.366 6.116 0.657
H 5.617 4.730 0.327
H 6.101 5.596 1.819
H 6.200 8.842 0.512
H 5.486 8.068 1.743
H 4.529 8.383 0.304
C -3.666 -0.567 5.062
O -4.690 0.415 5.107
C -4.843 1.255 3.942
C -5.512 2.612 4.240
N -6.938 2.474 4.320
C -7.682 3.365 3.401
C -7.526 4.819 3.800
O -7.954 4.914 5.134
C -7.734 6.199 5.688
H -3.921 -1.123 5.963
H -2.700 -0.062 5.016
H -3.597 -1.227 4.198
H -5.420 0.645 3.248
H -3.841 1.379 3.530
H -5.179 3.266 3.434
H -5.133 3.175 5.093
H -7.133 2.720 5.280
H -8.746 3.141 3.472
H -7.296 3.472 2.387
H -8.104 5.435 3.111
H -6.498 5.181 3.819
H -8.656 6.747 5.877
H -6.939 6.761 5.198
H -7.354 6.082 6.703
C -0.985 -7.126 -5.060
O -1.287 -6.519 -3.837
C -2.378 -5.584 -3.941
C -2.730 -5.222 -2.425
N -3.319 -3.851 -2.443
C -4.786 -3.819 -2.581
C -5.309 -2.388 -2.474
O -6.342 -2.298 -3.428
C -7.324 -1.308 -3.140
H 0.082 -7.316 -4.943
H -1.153 -6.459 -5.906
H -1.583 -8.031 -5.160
H -3.275 -6.092 -4.294
H -2.133 -4.776 -4.630
H -1.939 -5.300 -1.679
H -3.567 -5.893 -2.233
H -3.011 -3.280 -1.669
H -5.211 -4.232 -1.665
H -5.256 -4.375 -3.392
H -4.588 -1.642 -2.809
H -5.490 -2.208 -1.414
H -8.080 -1.314 -3.925
H -6.970 -0.281 -3.232
H -7.950 -1.446 -2.258
C 4.458 2.989 -2.327
C 3.195 3.777 -2.739
C 2.036 3.830 -1.783
O 1.350 2.566 -1.725
C 0.135 2.480 -1.062
N 3.718 5.159 -2.703
H 4.979 3.393 -1.460
H 5.209 3.032 -3.116
H 4.278 1.945 -2.070
H 2.849 3.441 -3.716
H 1.249 4.502 -2.126
H 2.361 4.119 -0.783
H -0.434 3.410 -1.084
H 0.223 2.093 -0.047
H -0.471 1.801 -1.661
H 3.927 5.540 -1.791
H 3.040 5.832 -3.032
*
```

Here are the Mulliken charges for atoms 1 to 6, given in e: 1.429 -1.537 1.020 -1.116 -0.925 0.400